105
Properties=species:S:1:pos:R:3:forces:R:3 method="wB97M-V/def2-TZVPD" lumo_ha=-0.159 homo_energy_ev=-13.62 total_charge=+2 de_lowest_kcal_mol=27.9 total_energy_ha=-5037.65753 gap_ha=0.342
Ba 0.629 0.035 -0.269 -0.2430 -2.9740 -1.2062
S -0.351 -2.892 -0.515 0.0707 -0.4702 -0.0027
C 1.198 -3.148 0.326 0.0754 0.1228 0.0627
C 1.538 -4.340 0.959 -0.0264 -0.0138 -0.0429
C 2.803 -4.466 1.500 0.0206 -0.0494 0.0290
C 3.702 -3.409 1.408 0.0089 -0.0220 0.0633
C 3.273 -2.250 0.801 -0.2461 -0.0032 -0.0969
N 2.044 -2.107 0.273 0.5162 -0.8752 0.1878
H 0.833 -5.159 0.999 0.0437 0.0116 -0.0063
H 3.095 -5.390 1.982 -0.0078 0.0116 -0.0126
H 4.707 -3.484 1.800 -0.0400 0.0019 0.0089
H 3.929 -1.389 0.723 -0.0143 -0.0055 -0.0176
C -1.616 -0.800 3.447 -0.0138 -0.0449 -0.0128
P -0.215 0.079 2.671 -0.2940 0.1818 0.7115
C 0.995 0.132 4.038 -0.0012 -0.0169 0.0200
C -0.822 1.828 2.664 -0.0644 -0.0370 -0.0913
C -2.105 2.024 1.841 0.1277 -0.0223 0.0014
P -1.999 1.520 0.056 -1.0588 0.6158 0.1748
C -3.750 1.114 -0.283 -0.0119 -0.0052 0.0043
C -1.866 3.141 -0.800 0.0029 -0.0511 -0.0171
H -1.937 -0.293 4.359 -0.0093 -0.0278 -0.0099
H -1.312 -1.818 3.694 -0.0040 0.0265 -0.0005
H -2.461 -0.866 2.758 0.0306 0.0003 0.0222
H 0.532 0.490 4.959 0.0207 -0.0001 -0.0035
H 1.829 0.789 3.785 -0.0166 -0.0017 -0.0107
H 1.394 -0.868 4.210 0.0043 0.0092 0.0112
H -0.014 2.453 2.272 -0.0121 -0.0161 -0.0107
H -0.995 2.139 3.697 -0.0266 0.0251 0.0430
H -2.414 3.070 1.881 -0.0410 0.0455 0.0212
H -2.921 1.447 2.279 0.0009 -0.0266 0.0203
H -4.403 1.951 -0.027 -0.0025 -0.0229 0.0001
H -4.049 0.242 0.300 -0.0003 -0.0016 -0.0171
H -3.883 0.875 -1.339 0.0028 0.0168 0.0174
H -2.649 3.821 -0.458 -0.0049 -0.0055 -0.0052
H -1.983 2.995 -1.877 0.0058 -0.0029 0.0310
H -0.891 3.594 -0.628 0.0167 -0.0170 0.0221
C -3.898 -6.519 2.342 0.0021 0.0249 -0.0437
C -3.165 -7.453 1.384 0.0272 0.0682 -0.0015
C -2.981 -6.909 -0.037 0.1007 0.0022 0.0261
C -1.782 -5.954 -0.199 -0.1778 -0.2489 -0.0266
Ge -1.959 -4.182 0.543 0.2374 0.2977 0.3104
C -3.449 -3.045 0.045 -0.1900 0.0203 -0.0533
C -4.860 -3.495 0.435 0.0386 0.0448 -0.0519
C -5.927 -2.467 0.053 0.0014 0.0164 -0.0377
C -6.050 -2.234 -1.450 0.0118 -0.0008 -0.0068
H -3.956 -6.945 3.345 -0.0139 -0.0295 -0.0422
H -4.916 -6.327 2.001 -0.0070 -0.0020 -0.0070
H -3.399 -5.553 2.453 0.0421 0.0493 -0.0128
H -3.714 -8.393 1.328 -0.0287 -0.0057 0.0013
H -2.183 -7.704 1.798 0.0000 -0.0348 -0.0265
H -3.903 -6.428 -0.381 0.0369 -0.0323 0.0339
H -2.814 -7.750 -0.712 0.0148 0.0045 -0.0075
H -1.561 -5.777 -1.253 -0.0222 -0.0891 -0.0630
H -0.891 -6.407 0.241 0.0088 -0.0505 -0.0606
H -1.530 -4.024 2.011 -0.0348 -0.0336 0.0231
H -3.372 -2.904 -1.037 -0.0356 0.0127 0.0051
H -3.216 -2.080 0.506 -0.0561 0.0583 -0.0244
H -4.911 -3.673 1.510 0.0247 -0.0279 0.0518
H -5.094 -4.448 -0.048 0.0047 0.0138 0.0065
H -5.707 -1.520 0.559 -0.0214 -0.0150 0.0059
H -6.887 -2.804 0.447 -0.0003 -0.0048 -0.0123
H -5.162 -1.752 -1.869 -0.0281 -0.0341 0.0264
H -6.902 -1.592 -1.679 0.0264 -0.0161 0.0184
H -6.198 -3.178 -1.982 0.0019 0.0405 0.0264
O 1.280 2.109 -0.121 1.3295 3.4333 -0.1082
P 2.128 2.992 -1.037 -0.6137 0.0576 0.1369
N 2.124 4.508 -0.463 0.1501 0.2844 0.4271
C 1.582 4.834 0.892 0.0504 0.1464 -0.2220
C 2.160 6.220 1.183 0.0052 -0.0198 0.0092
C 3.479 6.234 0.413 -0.0395 0.0088 0.0242
C 3.106 5.537 -0.887 -0.0463 -0.0797 0.1176
N 1.507 2.997 -2.552 0.0482 -0.1448 -0.3459
C 1.884 4.044 -3.551 -0.1484 -0.1945 0.0604
C 1.787 3.321 -4.895 -0.0451 0.0198 -0.0163
C 0.768 2.212 -4.646 -0.0048 0.0792 -0.0114
C 1.108 1.747 -3.236 0.0510 0.2486 0.0793
N 3.620 2.331 -1.139 0.5240 -0.0775 -0.0024
C 4.502 2.294 0.048 0.0448 -0.0741 -0.2746
C 5.702 1.438 -0.411 -0.0360 0.0358 -0.0530
C 5.561 1.323 -1.947 -0.0305 0.0016 0.0941
C 4.510 2.368 -2.313 0.0304 -0.0344 0.1778
H 1.919 4.106 1.632 0.0571 -0.0642 -0.0284
H 0.492 4.833 0.888 -0.0191 -0.0090 -0.0365
H 2.285 6.384 2.253 -0.0106 0.0127 -0.0387
H 1.494 6.995 0.799 0.0045 -0.0129 -0.0021
H 4.235 5.656 0.951 0.0082 0.0069 -0.0192
H 3.872 7.235 0.244 -0.0106 -0.0097 0.0284
H 3.962 5.086 -1.393 -0.0117 -0.0313 0.0485
H 2.636 6.237 -1.579 -0.0207 0.0178 -0.0473
H 2.889 4.430 -3.379 -0.0104 -0.0241 0.0223
H 1.187 4.879 -3.486 -0.0609 0.0045 0.0210
H 2.753 2.891 -5.169 0.0113 0.0008 0.0048
H 1.487 3.997 -5.692 0.0264 -0.0150 -0.0195
H 0.821 1.401 -5.369 0.0031 0.0102 -0.0266
H -0.243 2.623 -4.662 -0.0200 -0.0181 -0.0004
H 1.923 1.012 -3.264 0.0207 -0.0332 0.0496
H 0.230 1.291 -2.758 0.0324 0.1436 0.0009
H 3.976 1.893 0.914 -0.0427 -0.0529 -0.0127
H 4.832 3.307 0.299 -0.0009 0.0406 0.0286
H 5.690 0.455 0.056 0.0035 -0.0002 0.0020
H 6.637 1.915 -0.124 -0.0065 -0.0049 -0.0124
H 5.192 0.334 -2.221 0.0182 -0.0135 -0.0065
H 6.499 1.486 -2.473 0.0018 0.0025 0.0198
H 3.971 2.145 -3.231 -0.0183 -0.0327 0.0133
H 4.977 3.354 -2.416 0.0033 0.0073 -0.0276

114
Properties=species:S:1:pos:R:3:forces:R:3 method="wB97M-V/def2-TZVPD" lumo_ha=-0.104 homo_energy_ev=-11.02 total_charge=+1 total_energy_ha=-5410.54337 gap_ha=0.301
C 2.169 -1.073 3.123 -0.3692 -0.2796 -0.2739
C 0.973 -1.061 2.550 0.3974 -0.0241 0.0319
C 0.463 0.071 1.719 0.3167 -0.2902 -0.5642
C -0.588 -0.403 0.696 0.7187 -0.0656 0.1212
C 0.068 -0.795 -0.638 -0.5838 0.0307 0.7109
C -0.212 -2.176 -1.223 0.9080 0.2007 -0.4373
C 1.105 -2.852 -1.613 -0.5458 -0.8770 0.4409
C 1.882 -3.356 -0.410 0.4718 1.3800 -0.1749
Br 2.192 -1.716 -2.760 0.2291 -0.0428 -0.1295
N -0.076 0.350 -1.591 1.0384 0.0321 0.4942
O 0.795 1.352 -1.065 -0.4608 0.1872 0.1981
C -1.496 0.887 -1.836 -0.0287 0.3273 -1.5377
C -1.930 0.276 -3.185 0.0362 0.1339 -0.0476
C -1.230 0.748 -4.472 0.2697 -1.0976 -0.5074
C -0.331 -0.350 -5.094 0.3434 0.4496 0.7387
C 0.926 0.272 -5.687 -0.1476 -0.8983 -0.1704
N 1.962 -0.750 -5.945 -0.1859 0.8290 -0.4956
C 3.284 -0.229 -5.832 0.5965 -0.1553 0.3169
N 4.180 -0.989 -5.362 -0.1986 -0.0560 -0.1344
N 3.506 1.091 -6.332 -0.0440 -0.1437 0.3220
C -1.283 2.405 -2.021 -1.1497 -0.2761 -0.0576
C -2.310 3.274 -2.728 -0.4448 3.7471 1.2865
O -2.421 4.452 -2.387 0.0637 -3.5927 -1.3476
F -3.031 2.786 -3.745 0.5588 0.1169 0.4771
C -2.462 0.548 -0.648 -0.2361 0.1478 0.2741
C -3.525 1.652 -0.481 -0.1854 0.2654 -0.5547
C -4.562 1.759 -1.578 -0.8660 0.2286 -0.4378
O -4.998 0.850 -2.233 0.6658 0.2591 0.2618
O -5.056 3.000 -1.761 -0.1237 -0.4373 0.1134
P -3.402 -1.080 -0.692 -0.9210 -1.4401 0.3507
O -2.778 -2.169 0.082 0.6833 0.1340 0.0499
O -4.786 -0.720 0.003 -0.0216 0.6395 -0.1383
O -3.806 -1.634 -2.125 0.1200 0.5006 -0.4098
N -1.681 0.574 0.590 0.1394 -1.0516 0.0335
C -2.443 0.492 1.822 -0.3787 1.4831 0.7174
O -2.381 1.772 2.439 0.1809 -0.4698 -0.1765
C -2.804 1.752 3.801 -0.3337 1.0184 0.1783
C -1.827 2.551 4.659 0.4165 -0.6253 -0.1436
C -1.376 1.817 5.921 0.1301 0.7336 -0.2592
H 2.961 -0.421 2.796 0.0863 0.5323 0.4203
H 2.345 -1.784 3.907 0.5116 -0.4551 -0.0560
H 0.348 -1.934 2.672 -0.5674 0.1017 0.5502
H 1.331 0.502 1.228 -0.0241 0.4576 -0.1167
H 0.050 0.832 2.371 -0.2209 0.1604 0.0769
H -0.914 -1.348 1.108 -0.6613 -0.2008 -0.0969
H 1.117 -0.819 -0.404 0.4923 0.2044 -0.1559
H -0.856 -2.204 -2.095 -0.3669 0.1734 0.0553
H -0.626 -2.786 -0.439 -0.5147 -0.1445 0.0924
H 0.848 -3.723 -2.197 0.0128 -0.0271 -0.5400
H 1.220 -3.711 0.365 -0.1545 -0.5256 0.0668
H 2.637 -4.073 -0.690 0.0204 -0.3962 0.0093
H 2.416 -2.510 0.017 0.1934 0.0638 0.3142
H 0.369 0.059 -2.471 -0.3708 -0.2034 -0.2531
H 1.563 1.401 -1.648 0.1813 -0.1952 -0.1663
H -2.992 0.441 -3.274 -0.2976 0.0863 0.0464
H -1.833 -0.797 -3.145 0.0230 -0.2714 0.1086
H -0.612 1.636 -4.405 -0.1565 0.3656 0.3115
H -1.997 0.946 -5.203 -0.2823 0.4628 -0.0953
H 0.003 -1.031 -4.315 0.0153 -0.2613 0.0120
H -0.874 -0.942 -5.819 -0.1028 -0.1490 -0.2285
H 0.651 0.816 -6.585 0.1511 0.4468 -0.1519
H 1.327 0.960 -4.952 0.0609 0.3429 0.1702
H 1.896 -0.995 -6.929 -0.1805 -0.4406 0.0482
H 5.078 -0.516 -5.351 0.1852 -0.0122 0.0017
H 3.161 1.776 -5.671 -0.3766 0.2117 -0.2151
H 4.498 1.269 -6.390 0.2016 -0.0516 -0.1184
H -0.404 2.609 -2.607 0.5171 -0.0503 0.0267
H -1.185 2.845 -1.045 0.3868 0.3891 0.2111
H -4.107 1.495 0.416 -0.0529 -0.2027 0.1909
H -3.065 2.616 -0.321 0.3869 0.1629 0.0880
H -4.680 3.624 -1.133 0.0766 0.2743 0.0578
H -5.135 -1.540 0.369 -0.2305 -0.1652 0.2102
H -3.493 -2.538 -2.220 0.0426 -0.3041 0.0358
H -3.493 0.242 1.689 -0.0388 -0.3038 -0.2551
H -2.041 -0.227 2.526 0.3385 -0.4076 -0.1487
H -2.960 0.750 4.192 0.2462 -0.3456 -0.1365
H -3.766 2.255 3.851 -0.3797 -0.1107 -0.0509
H -2.203 3.542 4.860 -0.2898 0.2204 0.2021
H -0.948 2.702 4.045 0.2196 0.1452 -0.1426
H -0.566 1.143 5.678 0.0001 -0.5385 -0.0261
H -2.187 1.301 6.415 -0.1465 -0.1852 0.1957
H -0.943 2.539 6.601 -0.0071 0.1065 0.3849
C 2.994 -8.320 3.605 0.0715 -0.0662 0.0714
O 3.785 -7.226 4.042 -0.1753 0.0541 -0.1122
C 4.445 -6.550 2.987 0.0989 -0.0177 0.2725
C 3.714 -5.289 2.580 0.0204 0.0062 -0.3069
O 2.432 -5.566 2.029 -0.0190 0.0061 0.1434
C 1.382 -5.406 2.966 -0.0430 -0.0047 -0.0844
H 2.320 -8.586 4.417 0.0427 0.0074 0.0437
H 2.401 -8.071 2.723 0.0173 0.0241 -0.0149
H 3.631 -9.182 3.382 -0.0356 -0.0163 -0.0553
H 4.578 -7.212 2.127 -0.0380 0.0187 -0.0486
H 5.438 -6.273 3.353 0.0184 0.0121 -0.0447
H 4.295 -4.783 1.803 0.0213 0.0118 0.0272
H 3.625 -4.607 3.431 -0.0086 -0.0247 0.0481
H 1.144 -4.342 3.093 -0.0039 0.0214 0.0729
H 1.634 -5.834 3.937 0.0119 0.0043 0.0073
H 0.504 -5.918 2.574 0.0042 0.0174 -0.0408
C 1.882 6.775 1.407 0.1054 0.0216 -0.0211
O 1.965 5.454 0.892 -0.1435 0.0421 0.0128
C 1.579 4.460 1.825 0.1475 -0.0211 -0.2490
C 0.159 3.990 1.598 -0.1548 0.0219 0.2896
O -0.795 5.012 1.826 0.1683 0.0685 -0.0748
C -1.232 5.649 0.638 -0.0734 -0.1018 0.0841
H 1.914 7.462 0.564 0.0388 -0.0327 -0.0312
H 0.956 6.940 1.960 -0.0122 -0.0365 0.0070
H 2.736 6.981 2.060 -0.0358 0.0266 0.0436
H 1.703 4.821 2.850 -0.0490 0.0141 0.0317
H 2.255 3.609 1.685 -0.0132 -0.0277 0.0612
H -0.064 3.185 2.303 0.0245 -0.0221 -0.1261
H 0.054 3.584 0.585 0.0396 0.0025 -0.0120
H -1.960 5.013 0.119 0.0176 0.0557 -0.0865
H -0.403 5.869 -0.038 0.0058 -0.0204 -0.0103
H -1.717 6.583 0.914 -0.0353 -0.0271 0.0499

no.,M (g mol⁻¹)
1,842.80
2,827.74